(1)
{"formula": "C4H8O3", "method": "ωB97M-V/def2-TZVPD", "relative_energy_kcal_mol": 20.8, "homo_lumo_gap_ev": 11.32, "smiles": "COC(=O)CCO", "species": ["C", "O", "C", "O", "C", "C", "O", "H", "H", "H", "H", "H", "H", "H", "H"], "xyz": [[-2.82851, 0.01778, -0.25912], [-1.65465, -0.19339, 0.52982], [-0.51737, 0.08828, -0.12100], [-0.50004, 0.52921, -1.25027], [0.71756, -0.21465, 0.68799], [1.94943, 0.00452, -0.17204], [3.09061, -0.11469, 0.65228], [-2.81100, -0.63941, -1.13267], [-3.67394, -0.21864, 0.38560], [-2.87729, 1.05303, -0.60507], [0.75699, 0.43600, 1.56959], [0.66354, -1.24185, 1.06578], [1.95825, -0.73020, -0.99151], [1.87937, 0.99772, -0.63372], [3.84213, 0.22886, 0.15598]]}

---

(2)
{"formula": "C5H7NO2S", "method": "ωB97M-V/def2-TZVPD", "relative_energy_kcal_mol": 36.8, "homo_lumo_gap_ev": 10.12, "species": ["C", "C", "C", "C", "C", "H", "H", "H", "H", "H", "H", "H", "N", "O", "O", "S"], "xyz": [[-1.96987, -1.47704, 2.50896], [-1.48384, -1.06522, 1.05033], [-0.00291, 0.33826, -0.76302], [1.29121, -0.46283, -1.07671], [1.83655, 0.88467, -1.47676], [-1.33180, -0.87588, 3.30620], [-1.80271, -2.64438, 2.71397], [-3.22903, -1.31816, 2.39446], [-0.94580, 0.01423, -1.34142], [1.73264, -0.76109, -0.12517], [1.26384, -1.18551, -1.82890], [0.59069, 2.70936, -0.69475], [0.71442, 1.60447, -1.01166], [-1.73456, -1.71452, 0.07892], [2.88644, 1.26573, -1.94488], [-0.53254, 0.44459, 1.00801]]}

---

(3)
{"formula": "C3H10NO3", "method": "ωB97M-V/def2-TZVPD", "spin_multiplicity": 2, "relative_energy_kcal_mol": 22.3, "homo_lumo_gap_ev": [4.16, 7.60], "species": ["O", "C", "C", "C", "O", "N", "H", "H", "H", "H", "H", "H", "H", "H", "H", "H", "O"], "xyz": [[1.69186, -1.05770, -1.41639], [0.56845, -0.54080, -1.70370], [-0.07463, 0.30818, -0.61882], [0.55547, 1.70458, -0.47920], [1.22525, 1.73536, 0.81825], [0.08270, -0.51443, 0.61617], [0.00832, -0.68783, -2.62605], [-1.13021, 0.37596, -0.87753], [-0.24995, 2.41750, -0.32009], [1.27458, 2.00434, -1.23641], [1.89916, 2.42177, 0.91155], [0.93810, -1.07531, 0.46582], [0.19509, 0.06810, 1.45179], [-0.83888, -1.14326, 0.76312], [-2.67685, -1.71186, 1.02160], [-1.58110, -2.61431, 1.64984], [-1.88738, -1.69030, 1.58006]]}

---

(4)
{"formula": "C2H4O3S", "method": "ωB97M-V/def2-TZVPD", "relative_energy_kcal_mol": 30.9, "homo_lumo_gap_ev": 9.79, "smiles": "O[C@H]1O[C@]1(O)S", "species": ["O", "C", "O", "C", "O", "S", "H", "H", "H", "H"], "xyz": [[-1.94023, 0.40242, -0.74515], [-0.70064, 0.64632, -0.33002], [-0.22984, 0.17136, 0.88390], [0.42692, -0.32882, -0.24229], [0.42184, -1.64052, -0.45957], [2.09514, 0.31323, -0.34600], [-2.62927, 0.37826, -0.10119], [-0.20448, 1.60508, -0.57396], [-0.41119, -2.07121, -0.20011], [1.60928, 1.59712, -0.03031]]}

---

(5)
{"formula": "C19H54ClN8O15", "method": "ωB97M-V/def2-TZVPD", "homo_lumo_gap_ev": 8.71, "charge": -1, "species": ["Cl", "O", "O", "O", "O", "C", "O", "N", "N", "H", "H", "H", "H", "C", "O", "N", "N", "H", "H", "H", "H", "C", "O", "N", "N", "H", "H", "H", "H", "C", "O", "C", "C", "N", "C", "C", "O", "C", "H", "H", "H", "H", "H", "H", "H", "H", "H", "H", "H", "H", "H", "H", "H", "C", "O", "C", "C", "N", "C", "C", "O", "C", "H", "H", "H", "H", "H", "H", "H", "H", "H", "H", "H", "H", "H", "H", "H", "C", "C", "O", "O", "H", "H", "H", "H", "H", "H", "C", "C", "O", "O", "H", "H", "H", "H", "H", "H"], "xyz": [[0.30806, 0.73684, 0.81956], [-0.67662, 1.80233, 0.91684], [1.56827, 1.24356, 0.30672], [0.49436, 0.24538, 2.14181], [-0.23198, -0.22558, -0.08490], [0.85042, 1.45037, -4.01953], [2.04995, 1.33869, -3.87772], [0.15975, 1.27296, -5.20678], [0.01143, 1.43992, -2.93155], [0.64837, 1.14755, -6.07164], [-0.83626, 1.34476, -5.20943], [-0.95390, 1.68211, -3.03445], [0.41520, 1.38236, -2.01019], [-2.08793, 5.77918, 0.63583], [-2.03507, 6.76268, -0.11892], [-1.91024, 4.50840, 0.20278], [-2.36548, 5.92334, 1.95211], [-1.97080, 3.76646, 0.87734], [-2.21599, 4.38707, -0.74727], [-2.45917, 5.17223, 2.60796], [-2.62200, 6.84070, 2.26884], [3.22975, 4.41645, -1.65688], [3.31417, 3.49146, -2.45455], [3.74035, 5.67382, -1.90106], [2.44210, 4.32983, -0.54425], [3.58647, 6.27798, -1.11661], [4.29576, 5.96155, -2.67624], [2.24008, 3.38923, -0.23647], [2.30609, 5.13149, 0.03673], [-5.32676, -5.53263, -6.25648], [-4.54697, -5.63034, -5.07173], [-5.31746, -5.86891, -3.89315], [-4.40555, -5.74428, -2.71409], [-3.78537, -4.42802, -2.59053], [-2.74657, -4.40783, -1.55330], [-2.05888, -3.04564, -1.48621], [-1.21050, -2.98589, -2.63286], [-0.61327, -1.70101, -2.77260], [-6.21648, -4.91651, -6.12443], [-5.58442, -6.52155, -6.65030], [-4.58144, -5.13831, -6.94847], [-5.76988, -6.86592, -3.83491], [-6.07745, -5.08041, -3.94269], [-3.66145, -6.55321, -2.75266], [-4.96982, -5.86644, -1.78414], [-3.30920, -4.20907, -3.46147], [-2.08590, -5.28113, -1.58110], [-3.26400, -4.53803, -0.59316], [-1.46652, -2.90721, -0.57474], [-2.76101, -2.20807, -1.52298], [-1.18333, -0.84691, -2.39864], [-0.58351, -1.48078, -3.84321], [0.36509, -1.74386, -2.29481], [2.27281, 5.58569, 5.16888], [2.74772, 4.27731, 5.05617], [2.93820, 3.92723, 3.69171], [3.59986, 2.54913, 3.64524], [2.63188, 1.57225, 4.14789], [3.21018, 0.27130, 4.53971], [2.10412, -0.59145, 5.20065], [1.09121, 0.20034, 5.78440], [-0.14107, -0.48537, 5.74230], [1.30465, 5.77152, 4.67670], [3.00280, 6.27857, 4.72780], [2.07887, 5.83519, 6.21452], [3.52949, 4.60789, 3.05480], [1.94000, 4.01813, 3.23899], [4.57204, 2.55190, 4.13464], [3.75224, 2.41353, 2.56128], [2.07546, 1.35441, 3.32803], [4.04596, 0.49805, 5.20814], [3.68113, -0.22672, 3.68243], [2.62560, -1.16011, 5.97858], [1.67302, -1.22575, 4.42417], [-0.65517, -0.42104, 4.77964], [-0.82043, -0.02878, 6.46486], [-0.08447, -1.53852, 6.03376], [-2.61007, -4.07351, 2.18017], [-1.82321, -2.79381, 2.40814], [-2.17171, -1.81644, 1.45075], [-3.93494, -3.95001, 2.69223], [-2.16430, -4.95341, 2.63724], [-2.58466, -4.18586, 1.08827], [-0.79235, -3.15256, 2.28648], [-2.00114, -2.34187, 3.38528], [-1.41842, -1.28863, 1.15204], [-4.26766, -3.06923, 2.49680], [3.48192, -0.82195, -1.90138], [4.53816, -1.16004, -2.92395], [4.46864, -0.28931, -4.05043], [3.54888, 0.58080, -1.58548], [3.59312, -1.35956, -0.95455], [2.46793, -1.08586, -2.21384], [4.47726, -2.18460, -3.30963], [5.54022, -1.10501, -2.48340], [4.86191, -0.73540, -4.80288], [3.47984, 0.58039, -0.62661]]}

---

(6)
{"formula": "C19H29N2O4P", "method": "ωB97M-V/def2-TZVPD", "homo_lumo_gap_ev": 7.53, "charge": 2, "species": ["C", "C", "O", "P", "O", "C", "C", "N", "C", "C", "C", "C", "C", "C", "N", "C", "C", "C", "O", "C", "C", "C", "C", "O", "C", "C", "H", "H", "H", "H", "H", "H", "H", "H", "H", "H", "H", "H", "H", "H", "H", "H", "H", "H", "H", "H", "H", "H", "H", "H", "H", "H", "H", "H", "H"], "xyz": [[-5.20026, -2.94386, -2.34301], [-4.04449, -2.15521, -2.95008], [-2.96638, -3.08601, -3.25043], [-1.63373, -2.68731, -3.97652], [-1.43033, -3.15227, -5.34638], [-0.39161, -3.40661, -2.85945], [0.98805, -2.74547, -2.91872], [1.22776, -1.86505, -1.74729], [1.77908, -2.38540, -0.63884], [1.98393, -1.61811, 0.47559], [1.61874, -0.27229, 0.45508], [1.81599, 0.59511, 1.64843], [1.22473, 0.26272, 2.86759], [1.40723, 1.07758, 3.94506], [2.14866, 2.19234, 3.84900], [2.30679, 3.06114, 5.04042], [0.98412, 3.75269, 5.44367], [0.34450, 3.16557, 6.70907], [1.33514, 5.11402, 5.59830], [2.73543, 2.52805, 2.69098], [2.58357, 1.75322, 1.57647], [1.05593, 0.24621, -0.71065], [0.87115, -0.57313, -1.79588], [-1.53912, -1.09871, -3.79877], [-1.00620, -0.31428, -4.90881], [-1.17429, 1.15664, -4.57016], [-5.44823, -2.57137, -1.35162], [-6.09423, -2.85144, -2.95577], [-4.94243, -3.99715, -2.26772], [-4.34930, -1.67176, -3.87521], [-3.67526, -1.40234, -2.25622], [-0.32620, -4.45381, -3.15388], [-0.77351, -3.39920, -1.83671], [1.12705, -2.14644, -3.81547], [1.77305, -3.49795, -2.91140], [2.05968, -3.42892, -0.66707], [2.43951, -2.06704, 1.34689], [0.61897, -0.62310, 2.99199], [0.96717, 0.86457, 4.90967], [3.02749, 3.83513, 4.79823], [2.68574, 2.43156, 5.84239], [0.26965, 3.64251, 4.61916], [0.76546, 2.19681, 6.98182], [0.51863, 3.84007, 7.54450], [-0.72855, 3.03485, 6.58881], [0.58124, 5.68468, 5.41846], [3.32872, 3.43103, 2.69137], [3.07390, 2.04055, 0.65740], [0.75534, 1.28235, -0.78054], [0.42398, -0.21678, -2.71028], [0.05021, -0.55732, -5.03658], [-1.52601, -0.59217, -5.81972], [-2.04765, 1.29940, -3.93729], [-1.27032, 1.75024, -5.47507], [-0.30851, 1.54147, -4.02487]]}

---

Record order is preserved below.
Electronic energy: -10420.100, -21716.954, -10902.092, -19114.483, -75727.080, -40619.645 eV